C31H75N3O8 | ωB97M-V with the def2-TZVPD basis set

XYZ file:
```
117
Properties=species:S:1:pos:R:3:mulliken_charge:R:1
C -20.24857 13.76490 10.86490 -0.96
C -20.12046 14.39425 12.28445 2.00
C -18.76545 15.02966 12.40522 -2.06
C -21.22008 15.40696 12.53006 -1.11
C -22.60181 14.82430 12.83933 -0.41
C -22.51884 13.92033 14.04715 -1.29
C -21.55121 12.77405 13.73597 1.44
C -21.38156 11.97423 15.10448 -1.88
C -22.10172 11.72745 12.80470 -1.51
N -20.26398 13.43736 13.41259 0.14
O -19.16538 12.52178 13.51184 -0.40
H -19.58362 12.91573 10.86225 -0.34
H -21.25289 13.40158 10.62749 0.21
H -19.91857 14.40370 10.04768 0.61
H -18.55818 15.20739 13.45690 0.51
H -18.00574 14.31617 12.06245 0.26
H -18.55474 15.91765 11.80267 0.37
H -20.94522 16.02779 13.39641 0.32
H -21.36950 16.04670 11.61033 0.30
H -23.25209 15.65261 13.19190 0.35
H -23.08538 14.34616 11.93210 0.28
H -23.49945 13.52134 14.24192 0.40
H -22.26689 14.50965 14.91864 0.42
H -21.05912 12.59594 15.94500 0.36
H -20.83653 11.09187 14.97221 0.49
H -22.43318 11.61616 15.31197 0.41
H -22.44804 12.19747 11.84313 0.27
H -22.88890 11.20409 13.31514 0.53
H -21.35792 10.94339 12.55994 0.21
H -19.06288 12.09884 12.67466 0.27
C -17.43198 6.48303 11.85082 -1.55
C -17.77927 4.99790 11.70027 2.27
C -19.19787 4.82892 12.21425 -1.76
C -17.72611 4.51529 10.30793 -1.51
C -16.40824 4.35890 9.67614 -0.27
C -15.60708 3.47198 10.61279 -1.50
C -15.55336 3.73075 12.11895 1.83
C -15.06184 2.44428 12.80081 -2.01
C -14.45509 4.77315 12.42317 -1.61
N -16.94099 4.05642 12.51859 -0.02
O -16.95446 4.60373 13.80325 -0.45
H -16.36675 6.66186 11.68339 0.45
H -17.95377 7.00795 11.03435 0.55
H -17.65136 6.86939 12.84505 -0.10
H -19.28988 4.66732 13.32300 0.24
H -19.85664 5.70766 12.08104 0.29
H -19.66771 3.93529 11.81417 0.42
H -18.20868 3.52304 10.35579 0.39
H -18.32244 5.26706 9.74215 0.31
H -16.52538 3.79282 8.71548 0.36
H -15.89679 5.32746 9.46384 0.20
H -14.51603 3.30671 10.45972 0.34
H -15.98288 2.43082 10.49601 0.39
H -14.08734 2.16430 12.42383 0.43
H -15.86289 1.65155 12.71817 0.45
H -14.90668 2.60454 13.87027 0.41
H -14.66772 5.26771 13.37231 0.29
H -14.36933 5.50530 11.61332 0.37
H -13.46885 4.28898 12.65180 0.42
H -17.26913 3.89920 14.35046 0.34
C -14.15769 13.04401 8.39946 -1.85
C -15.22930 13.64792 7.48164 1.39
C -14.99875 15.15723 7.69811 -1.59
C -14.87126 13.18537 6.08606 -1.54
C -15.93362 13.50171 5.00074 -0.70
C -17.18921 12.93399 5.46836 -1.28
C -17.69221 13.47649 6.80198 1.52
C -18.00787 14.98645 6.78028 -1.99
C -18.92939 12.68325 7.20186 -1.08
N -16.55254 13.15832 7.76498 0.91
O -16.87761 13.58654 9.09062 -0.34
H -14.19386 13.52420 9.35275 0.46
H -14.32730 11.95778 8.52451 0.28
H -13.25306 13.26734 7.90158 0.53
H -15.67924 15.84167 7.24973 0.35
H -15.15615 15.40400 8.76657 0.36
H -13.93305 15.41263 7.45156 0.37
H -13.89087 13.57911 6.02116 0.49
H -14.66507 12.12096 6.25526 0.42
H -16.01498 14.57429 4.83881 0.34
H -15.67763 13.01445 4.08484 0.45
H -17.15481 11.83973 5.45016 0.29
H -17.93749 13.16839 4.68388 0.30
H -17.96097 15.41261 7.72756 0.38
H -18.91110 15.09436 6.19141 0.54
H -17.17494 15.45325 6.24916 0.37
H -19.16532 12.82501 8.28566 -0.07
H -18.85109 11.58212 6.99457 0.20
H -19.76589 13.23613 6.65401 0.48
H -17.34715 12.79766 9.45587 0.15
C -16.33631 9.65368 8.52700 -0.52
O -16.51288 10.94801 9.05604 -0.43
H -17.04150 9.44856 7.72412 0.28
H -15.24889 9.49081 8.15362 0.23
H -16.46032 8.97347 9.35323 0.00
H -16.35994 11.55948 8.31142 0.32
C -13.46452 11.53362 13.59352 -0.47
O -12.99115 10.27900 13.84878 -0.50
H -13.80888 12.05311 14.49069 0.35
H -12.67283 12.17861 13.16514 0.27
H -14.31226 11.62219 12.91266 0.04
H -13.31139 9.93673 14.66545 0.27
C -18.31302 7.81705 15.50446 -0.10
O -19.54304 7.21568 15.91361 -0.53
H -18.15269 8.73759 16.05823 0.35
H -17.44623 7.17219 15.75610 0.31
H -18.16005 8.01621 14.40187 -0.24
H -19.64636 6.39449 15.41661 0.29
C -17.55623 10.28639 12.12714 0.06
O -18.38611 10.96312 11.21357 -0.50
H -16.58484 10.80976 12.34811 0.11
H -18.17789 10.25673 13.05193 0.19
H -17.26301 9.33163 11.68078 -0.25
H -18.13555 10.80917 10.29188 0.14
O -12.98193 8.77023 11.55095 -0.53
H -12.24904 8.26643 11.16272 0.29
H -12.48534 9.11589 12.29090 0.29
```

As for the SMILES: CC1(C)CCCC(C)(C)N1O.CC1(C)CCCC(C)(C)N1O.CC1(C)CCCC(C)(C)N1O.CO.CO.CO.CO.O. The energy comes out at -1992.06438 a.u. The calculation puts the energy above the lowest of the compared OMol25 structures with the same formula, charge and spin at 57.89 kcal/mol. As for the multiplicity: 1.



C31H77F3N4O11 | ωB97M-V with the def2-TZVPD basis set

XYZ file:
```
126
Properties=species:S:1:pos:R:3:mulliken_charge:R:1
C -5.90502 -1.50286 -2.67068 -0.07
O -5.21204 -1.17850 -1.40953 -0.11
O -5.54177 -0.63668 -3.54048 -0.83
C -5.69537 -2.98586 -3.01144 0.60
F -5.94434 -3.26539 -4.28241 -0.28
F -4.41182 -3.40393 -2.75440 -0.23
F -6.50467 -3.78079 -2.26322 -0.29
C -5.57923 -1.85705 -0.21663 -0.38
C -5.09321 -1.02195 0.97721 -0.87
H -5.55399 -0.03048 0.93513 0.27
H -5.42715 -1.46805 1.91657 0.51
H -4.00548 -0.91653 0.98053 -0.11
H -5.01847 -2.80742 -0.16062 0.18
H -6.63987 -2.07031 -0.06448 0.42
H -6.98517 -1.39483 -2.41472 0.29
C -1.03076 1.18695 3.43697 -1.69
C -1.52150 0.96291 1.99867 1.28
C -2.79634 1.77286 1.79960 -1.11
O -0.52666 1.20313 1.05437 -0.12
H -1.71923 0.87768 4.22389 0.40
H -0.68928 2.21954 3.64068 0.27
H -0.05987 0.69063 3.63721 0.30
H -1.76972 -0.12350 2.00169 -0.46
H -2.57484 2.82498 2.02805 0.37
H -3.62517 1.49270 2.44651 0.43
H -3.09338 1.74752 0.74882 -0.15
C 5.05790 -1.27942 1.47371 -0.68
O 3.65823 -1.31414 1.61048 -0.43
C 2.90386 -0.85096 0.51130 -0.34
C 2.69653 0.64111 0.66764 -0.84
N 2.19194 1.00002 2.01003 0.80
H 1.14512 0.87711 2.00596 -0.81
H 2.69342 0.45372 2.72306 0.56
C 2.46070 2.42055 2.32492 -0.06
C 3.90771 2.63328 2.75971 -0.88
O 4.35921 1.41543 3.30189 -0.29
C 5.63509 1.55469 3.93499 -0.91
H 5.43515 -1.65622 0.51938 -0.05
H 5.52396 -1.77502 2.32794 0.30
H 5.45800 -0.25543 1.56918 0.38
H 1.98725 -1.42592 0.37572 0.17
H 3.44278 -1.00341 -0.43273 0.29
H 2.01039 1.07765 -0.05764 0.00
H 3.64553 1.17053 0.55900 0.57
H 1.78464 2.65023 3.15203 0.49
H 2.11856 3.03256 1.49478 -0.19
H 3.94341 3.43507 3.49944 0.49
H 4.50555 2.88746 1.87409 0.50
H 5.49099 1.90797 4.96364 0.30
H 6.28059 2.25664 3.41184 0.40
H 6.05434 0.55783 4.04154 0.28
C 1.21699 6.77707 -1.26205 -0.72
O -0.02863 6.30063 -0.80612 -0.37
C 0.01198 5.74316 0.48922 -0.89
C -0.69887 4.40325 0.53753 -0.30
N -0.26506 3.47310 -0.54365 1.28
H 0.74857 3.57695 -0.62887 0.49
H -0.42396 2.48156 -0.21808 -0.73
C -0.77104 3.70861 -1.94664 -0.96
C -2.26830 3.65465 -2.01165 -1.14
O -2.77635 2.44748 -1.54607 0.29
C -4.20846 2.45468 -1.52456 -0.94
H 1.61209 7.54893 -0.58970 0.37
H 1.09559 7.28171 -2.21883 0.25
H 1.97066 5.98613 -1.37740 0.28
H -0.49524 6.45596 1.14592 0.44
H 1.03708 5.65813 0.87375 0.40
H -1.77211 4.52581 0.45305 0.55
H -0.41248 3.90273 1.46051 -0.19
H -0.31072 2.95828 -2.58548 0.61
H -0.45257 4.71091 -2.20085 0.45
H -2.67400 3.91172 -2.99914 0.56
H -2.68859 4.47190 -1.39867 0.62
H -4.57712 1.46482 -1.26262 0.13
H -4.59955 2.75965 -2.49956 0.38
H -4.57508 3.17994 -0.78884 0.30
C 4.64736 -3.07529 -1.46251 -1.04
O 3.85351 -3.55359 -0.38549 -0.10
C 4.37302 -4.74204 0.16741 -0.66
C 3.51830 -5.10915 1.35433 -0.50
N 3.73359 -4.11169 2.44329 0.53
H 4.71722 -4.15100 2.71426 0.51
H 3.55545 -3.17069 2.02213 -0.24
C 2.89012 -4.25747 3.66052 -0.81
C 1.45208 -3.86148 3.42705 -0.57
O 1.40627 -2.65846 2.70694 -0.06
C 0.06055 -2.25247 2.49922 -0.65
H 4.04203 -2.39479 -2.05661 0.24
H 4.95155 -3.89265 -2.12334 0.45
H 5.54489 -2.57952 -1.08075 0.36
H 5.40591 -4.55083 0.51643 0.34
H 4.42352 -5.56614 -0.55028 0.54
H 3.79124 -6.08706 1.74646 0.43
H 2.46019 -5.06769 1.10633 0.29
H 3.39514 -3.60615 4.37821 0.40
H 2.99288 -5.26844 4.04995 0.40
H 0.94527 -3.80118 4.39708 0.40
H 0.96695 -4.68237 2.87291 0.48
H -0.61497 -3.08537 2.29214 0.56
H 0.06790 -1.51336 1.69913 -0.15
H -0.32738 -1.75598 3.39504 0.32
C -1.32273 -4.17113 -1.85714 -0.59
O -1.17077 -2.79699 -2.09981 -0.37
C -2.03927 -2.04839 -1.26612 -0.19
C -1.82413 -0.58154 -1.50413 0.74
N -2.62340 -0.17547 -2.69816 1.40
H -3.60494 -0.44768 -2.45028 -0.35
H -2.69899 0.84940 -2.73285 -0.08
C -2.24607 -0.69533 -4.01609 -0.62
C -0.97985 -0.08011 -4.48662 -0.80
O -1.07624 1.30707 -4.35518 -0.16
C -0.12264 2.00321 -5.13966 -0.94
H -0.65851 -4.76502 -2.48124 0.33
H -2.34577 -4.54199 -1.98561 0.19
H -1.02800 -4.40358 -0.81772 0.18
H -1.87971 -2.26186 -0.19701 0.55
H -3.06887 -2.33264 -1.50320 -0.33
H -0.78133 -0.30287 -1.62415 0.13
H -2.28093 -0.00937 -0.69788 -1.15
H -3.05719 -0.38436 -4.67723 0.49
H -2.23351 -1.77750 -3.98277 0.41
H -0.71608 -0.40477 -5.49868 0.60
H -0.11887 -0.47335 -3.90858 0.30
H 0.87643 1.97463 -4.66948 0.34
H -0.44843 3.03045 -5.25305 0.26
H 0.03588 1.50021 -6.09756 0.37
```

As for the net charge: +2. The energy comes out at -2572.88117 a.u. The calculation puts the energy above the lowest of the compared OMol25 structures with the same formula, charge and spin at 0.00 kcal/mol. As for the multiplicity: 1.



C31H81BeN6O9 | ωB97M-V with the def2-TZVPD basis set

XYZ file:
```
128
Properties=species:S:1:pos:R:3:mulliken_charge:R:1
Be -3.37000 3.92109 1.42201 0.39
C -0.11071 1.18444 1.65385 -1.38
C -1.26137 1.05932 0.65930 2.24
C -1.29252 -0.34505 0.02803 -0.83
O -2.40586 1.72404 1.04851 -0.60
H -0.06893 2.19084 2.07945 0.29
H 0.90431 1.06964 1.26401 0.28
H -0.17214 0.54367 2.53887 0.36
H -0.81979 1.64439 -0.16694 -0.41
H -0.40356 -0.50277 -0.58672 -0.33
H -2.18081 -0.46394 -0.58876 0.41
H -1.05419 -1.03977 0.83766 0.12
C -2.52906 3.08314 4.38381 -1.10
O -2.30844 3.74958 3.17178 0.35
C -1.34256 4.80622 3.28613 -0.40
C -1.48099 5.75069 2.03921 -0.71
N -1.51610 4.77626 0.92291 0.73
C -1.65360 5.43869 -0.40574 -0.91
C -2.19411 4.48716 -1.42947 -0.40
O -3.34238 3.95570 -0.87520 -0.17
C -3.96932 3.03385 -1.74865 -0.82
H -2.57771 3.72687 5.26508 0.43
H -1.73090 2.38062 4.64903 0.28
H -3.42007 2.48032 4.21386 0.53
H -0.29216 4.51510 3.34567 0.30
H -1.55603 5.41479 4.16718 0.49
H -0.61971 6.42053 1.97953 0.41
H -2.34686 6.40543 2.14085 0.41
H -0.60596 4.30314 0.96001 -0.06
H -0.72759 5.92434 -0.71200 0.39
H -2.46567 6.15565 -0.25698 0.49
H -1.41686 3.75352 -1.66844 0.20
H -2.34965 5.02424 -2.36837 0.51
H -3.37288 2.13883 -1.94792 0.24
H -4.20939 3.42224 -2.73919 0.35
H -4.85785 2.58642 -1.30414 0.33
C 8.20460 0.49424 -1.13608 -0.86
O 6.86260 0.33240 -0.75219 -0.18
C 6.67656 -0.66455 0.23552 -0.70
C 5.26264 -0.45183 0.85673 -0.46
N 4.28136 -1.48547 0.44259 -0.18
C 2.90816 -1.39145 0.92404 0.36
C 2.06113 -2.57084 0.53392 -0.37
O 2.63930 -3.83244 0.85823 -0.47
C 2.12267 -4.79843 -0.05099 -0.56
H 8.53265 -0.21209 -1.90540 0.29
H 8.97938 0.40528 -0.36904 0.34
H 8.35670 1.48459 -1.56590 0.26
H 7.41993 -0.49589 1.02289 0.46
H 6.94300 -1.68095 -0.06750 0.40
H 5.01796 0.53243 0.44154 0.05
H 5.14652 -0.44912 1.93922 0.47
H 4.29497 -1.61893 -0.56065 0.02
H 2.49585 -0.47743 0.47669 -0.56
H 2.85171 -1.31463 2.01209 0.56
H 1.81511 -2.44259 -0.52668 -0.08
H 1.10191 -2.63320 1.05903 0.49
H 2.62194 -4.68934 -1.01702 0.16
H 1.05003 -4.66972 -0.21975 0.22
H 2.35361 -5.72793 0.46669 0.29
C -6.37129 -2.91052 -1.48570 -1.09
C -6.32832 -4.40763 -1.80790 0.43
C -5.04185 -4.97402 -1.09492 -0.70
O -3.81880 -4.63343 -1.69727 -0.37
C -2.91339 -3.97849 -0.87725 -0.43
N -7.52620 -4.96512 -1.15438 -0.69
H -7.20898 -2.34413 -1.89142 0.40
H -5.48623 -2.45165 -1.93583 0.30
H -6.31730 -2.77174 -0.40502 0.08
H -6.36019 -4.54522 -2.88587 0.32
H -5.03135 -6.06270 -1.23104 0.33
H -5.05271 -4.89732 -0.00424 0.33
H -2.06618 -3.56755 -1.42492 0.21
H -2.62674 -4.56820 0.00019 0.32
H -3.40406 -3.10066 -0.43269 0.11
H -7.58687 -5.97283 -1.24056 0.25
H -7.64316 -4.79383 -0.16478 0.23
C 4.97769 -1.96178 -5.19513 -1.55
C 4.66582 -2.03855 -3.70741 1.08
C 3.20261 -2.43960 -3.44301 0.52
O 2.32397 -1.41053 -3.83499 -0.45
C 1.00207 -1.59316 -3.41845 -0.52
N 5.70878 -2.96203 -3.15230 -0.74
H 4.72829 -2.84606 -5.77986 0.33
H 6.00184 -1.67585 -5.43310 0.37
H 4.34811 -1.13993 -5.55310 0.34
H 4.82596 -1.07869 -3.21193 -0.45
H 3.16539 -2.55743 -2.35038 -0.77
H 2.93493 -3.41470 -3.85985 0.65
H 0.73596 -2.65328 -3.46887 0.41
H 0.35546 -1.06444 -4.11898 0.41
H 0.81413 -1.22062 -2.40659 -0.17
H 6.47383 -2.39146 -2.81362 0.34
H 5.18894 -3.26172 -2.32737 0.30
C 3.04889 4.32038 -0.64868 -1.87
C 1.73787 3.66103 -1.08357 0.58
C 2.01469 2.25709 -1.58565 -0.19
O 2.70288 2.30007 -2.81123 -0.49
C 3.84576 1.45498 -2.84081 -0.35
N 0.93031 3.50856 0.16168 -0.22
H 2.81600 5.32127 -0.27595 0.44
H 3.80854 4.28427 -1.42698 0.40
H 3.52311 3.91076 0.24846 0.41
H 1.29640 4.26847 -1.87311 0.24
H 1.05093 1.79550 -1.85242 -0.02
H 2.35413 1.53585 -0.83591 0.13
H 3.56697 0.51586 -2.35627 -0.06
H 4.53151 1.84997 -2.08017 0.27
H 4.35909 1.39134 -3.79441 0.39
H 1.62502 3.46314 0.89710 0.37
H 0.40010 2.64785 0.21659 -1.38
C -4.81128 -0.51787 2.22080 -1.21
C -4.34137 -0.33069 3.68939 0.19
C -3.31745 -1.43593 4.04528 -0.68
O -3.15978 -1.58432 5.49375 -0.39
C -2.24716 -2.59915 5.84754 -0.73
N -3.66840 0.96108 3.68734 -0.33
H -3.90594 -0.45018 1.61542 0.13
H -5.65243 0.06415 1.85369 0.33
H -5.06795 -1.56919 2.05837 0.39
H -5.05451 -0.32410 4.51398 0.50
H -2.32425 -1.27750 3.61299 0.19
H -3.59436 -2.44800 3.73362 0.58
H -1.22455 -2.45015 5.48827 0.27
H -2.60277 -3.53879 5.41380 0.31
H -2.24152 -2.63329 6.93495 0.25
H -3.07454 1.01384 2.85951 -0.33
H -2.87297 0.92720 4.32495 0.34
```

As for the net charge: +1. The energy comes out at -2249.54427 a.u. The calculation puts the energy above the lowest of the compared OMol25 structures with the same formula, charge and spin at 63.99 kcal/mol. As for the multiplicity: 1.